[1]
131
Properties=species:S:1:pos:R:3:forces:R:3:mulliken_charge:R:1 method="wB97M-V/def2-TZVPD" orbital_gap_ev=8.5
S 1.66904 -4.62218 -2.32603 0.1 -0.2 -0.3 -0.222
S 0.80214 -3.54135 0.56721 0.0 0.0 0.1 -0.286
P -3.95067 2.45849 2.51390 -0.2 -0.2 0.8 0.687
P -0.11080 -3.74008 -4.91661 0.5 0.1 0.1 0.833
O 6.93989 7.33683 1.90677 -0.1 0.0 0.0 -0.337
O -4.26247 3.35107 3.63898 0.1 0.3 -0.2 -0.869
O -0.53012 -5.27814 -4.95684 -0.2 -0.2 0.0 -0.487
O 4.42638 4.28914 5.99451 0.0 0.0 0.0 -0.379
O 8.64022 7.43732 3.35770 -0.1 -0.1 0.1 -0.580
O -4.84570 -2.05233 -4.90858 0.0 0.1 0.1 -0.608
O -0.53167 -8.76632 -1.88346 0.0 0.1 0.0 -0.339
O -4.13899 3.12161 1.07058 0.1 0.0 0.3 -0.090
O -4.92067 1.18643 2.45508 0.3 0.3 -0.5 -0.390
O -1.19013 -3.07284 -5.87464 -0.3 0.0 0.2 -0.542
O 1.27950 -3.54350 -5.32722 0.1 0.1 -0.1 -0.726
O -5.65962 -2.81988 -2.97643 -0.2 -0.1 0.0 -0.257
O -0.73990 -10.89917 -1.23737 0.0 0.1 0.1 -0.584
O 2.76769 2.90183 5.42027 0.0 0.0 0.1 -0.546
O 3.80200 1.74420 0.26040 -0.2 0.1 0.0 -0.294
N -1.70469 -1.94201 0.64864 0.4 -0.5 0.1 0.361
C -2.29150 0.22187 2.45442 0.1 0.4 0.3 -0.767
C -6.32160 1.00260 0.45002 0.1 0.2 0.1 -0.577
C 3.68217 0.35774 -0.06241 0.2 0.5 0.5 -0.398
C 7.88451 9.46601 2.23382 -0.4 0.0 -0.1 -0.390
C -3.98740 4.55516 0.97004 0.4 0.1 -0.9 -0.400
C -1.63763 -2.41051 -3.02922 0.5 -0.3 0.2 0.328
C -2.28677 0.62130 -3.44173 0.0 -0.3 -0.1 -1.891
C -2.02192 -1.92047 -1.77879 0.0 0.0 -0.2 0.785
C 6.51379 9.62902 1.57829 0.1 0.1 0.0 -0.539
C 4.23528 -0.45400 1.09071 -0.1 -0.1 -0.2 -0.200
C 3.59714 3.70326 5.10234 -0.2 0.0 -0.2 0.493
C -2.28312 1.75801 2.61347 -0.7 -0.7 0.1 -0.782
C -0.26057 -10.08917 -1.97327 0.0 -0.2 -0.1 0.430
C -0.13086 -3.08958 -0.86474 0.2 -0.1 0.2 0.338
C -3.09063 4.85686 -0.23059 -0.6 -0.4 0.3 -1.029
C -1.27308 -2.30150 -0.66921 0.2 0.0 -0.6 -1.410
C 6.27328 8.23820 1.00491 -0.1 0.1 -0.1 -0.348
C -6.87966 -4.69055 -3.71534 0.1 0.0 -0.1 -0.520
C 5.26095 4.87376 3.87234 -0.1 0.0 -0.1 -0.221
C -5.93642 -4.23616 -4.82977 -0.4 0.0 0.3 -0.458
C 3.88221 4.23576 3.70915 0.4 0.0 0.1 0.039
C -0.92052 -0.38400 2.36538 0.4 0.0 -0.2 0.528
C 7.90499 7.99415 2.60042 0.2 0.1 0.0 0.484
C 2.72318 2.49748 -0.26220 0.2 -0.4 0.2 -0.713
C 0.60114 -2.06301 1.54197 -0.2 -0.1 -0.1 1.141
C -2.98204 0.44198 -2.09366 0.9 0.0 0.0 0.979
C 0.69168 -10.33780 -3.12994 0.2 0.4 0.1 -0.399
C 3.79500 -1.92395 1.05640 0.6 0.0 0.3 -0.224
C 1.25252 -8.94373 -3.40729 0.0 -0.1 0.0 -0.542
C 1.65569 -1.61524 2.35652 -0.4 0.3 0.1 0.116
C 1.39421 -0.51090 3.18464 -0.4 -0.1 -0.2 0.727
C -6.22954 1.41739 1.91531 -0.5 -0.3 -0.2 -0.468
C -6.25002 -4.03986 -2.48958 -0.1 -0.1 0.0 -0.472
C 0.27007 -3.55915 -2.12498 -0.1 0.3 0.2 0.114
C -2.12248 1.11247 -1.02086 -0.8 0.1 0.1 -0.284
C -5.41876 -2.91286 -4.30433 0.2 -0.1 -0.2 0.501
C 0.11834 0.07130 3.16957 0.3 -0.3 -0.1 -0.516
C -0.51270 -3.21235 -3.24090 -0.4 0.2 0.3 0.024
C -0.65630 -1.46007 1.51268 0.2 0.3 0.2 -0.853
C 0.10390 -8.04898 -2.95813 0.1 0.1 0.0 0.348
C 5.24742 5.27527 5.34035 0.1 0.1 -0.1 -0.482
C 2.42454 0.11873 4.08039 0.1 0.0 -0.3 -2.038
C -3.23791 -1.03954 -1.73417 -0.2 0.4 -0.4 -0.169
C 2.99615 -2.30426 2.30368 -0.3 -0.3 -0.4 -2.263
H -1.62570 2.24038 1.89766 0.1 0.1 -0.1 0.432
H 2.84169 -3.38384 2.32143 0.0 -0.1 0.0 0.676
H 6.03441 4.12425 3.70240 0.0 0.0 0.0 0.280
H 5.31816 -0.37073 1.10810 0.2 0.0 0.0 0.435
H 3.24788 -0.54325 4.30987 0.1 -0.2 0.2 0.280
H -1.78109 2.09157 -1.34755 0.2 0.1 -0.1 0.498
H -6.29594 1.86758 -0.20340 0.0 0.1 -0.1 0.241
H -6.52465 2.45515 2.03706 0.1 0.2 0.1 0.271
H -6.97367 -5.77024 -3.62308 0.1 0.0 0.0 0.346
H -2.91409 -0.08068 1.62638 0.1 -0.1 -0.3 0.503
H -1.49942 -2.21545 -5.56272 0.0 0.1 -0.2 0.390
H 8.70102 9.65675 1.53636 0.1 0.0 0.0 0.256
H -6.92908 0.83411 2.50431 0.1 -0.2 0.3 0.508
H -0.04337 0.91254 3.82921 -0.1 0.1 0.1 0.541
H -3.33923 5.82732 -0.64726 0.2 0.2 0.0 0.423
H -5.45949 -4.65399 -2.05345 0.0 0.0 0.0 0.262
H 4.23978 0.18982 -0.98368 -0.2 -0.3 -0.2 0.320
H 3.11366 4.96928 3.45940 -0.1 0.0 0.0 0.338
H -2.24598 -2.15255 -3.87755 -0.4 0.0 0.0 -0.382
H 5.76570 9.84795 2.34145 0.0 0.0 0.0 0.262
H 5.45363 5.70719 3.20151 0.0 0.0 0.0 0.026
H -7.87530 -4.27801 -3.88325 0.0 0.0 0.0 0.263
H 1.80629 2.25890 0.28302 -0.2 0.0 0.0 0.152
H 2.85453 0.97700 3.56831 0.0 0.2 0.1 0.134
H 6.71088 8.11595 0.01221 0.0 0.0 0.0 0.262
H 5.21944 7.97327 0.96062 0.0 -0.1 0.0 0.305
H 4.67795 -2.56079 1.01962 0.1 -0.1 0.0 0.465
H 0.11512 -10.72475 -3.97127 0.0 -0.1 0.0 0.245
H 6.23513 5.26630 5.79342 0.0 -0.1 0.1 0.341
H -1.99349 1.99826 3.62938 0.3 0.3 0.1 0.562
H 2.00074 0.48763 5.00386 -0.1 0.0 0.1 0.666
H -2.04953 4.80196 0.06579 0.2 0.1 -0.2 0.299
H 2.12578 -8.76528 -2.77828 0.0 0.0 0.0 0.291
H -3.74902 -1.07433 -0.77596 0.1 -0.1 0.2 0.585
H 2.93037 3.55307 -0.13074 0.2 0.1 0.0 0.279
H 3.87007 3.42877 2.98015 -0.2 0.0 0.0 -0.156
H 4.79547 6.25706 5.49946 0.0 0.0 0.0 0.263
H -7.23516 0.45077 0.25915 -0.2 -0.1 0.0 0.478
H -2.35540 1.64889 -3.78754 0.0 0.2 0.0 0.524
H 3.87407 0.01109 2.00253 0.0 0.1 0.1 -0.238
H 0.44310 -7.08328 -2.58811 -0.2 -0.1 0.1 -0.243
H 2.42866 -4.18056 -1.31561 -0.2 0.1 0.1 0.060
H 8.00922 10.08021 3.12040 0.2 0.0 0.0 0.297
H 2.62881 0.09917 -0.18575 -0.1 0.0 -0.2 0.192
H -3.93933 0.95380 -2.15193 -0.3 -0.1 0.1 0.456
H 3.58997 -2.07632 3.17711 0.1 0.1 0.2 0.471
H -1.22788 0.37756 -3.36234 0.1 0.0 0.0 0.393
H 1.54615 -8.77794 -4.44262 -0.1 0.0 0.0 0.347
H 2.58299 2.26849 -1.31768 -0.1 0.1 -0.2 0.414
H -2.73723 1.27873 -0.14074 0.1 0.0 0.2 -0.614
H -6.97309 -3.79283 -1.71649 0.1 0.1 0.0 0.325
H -4.97371 4.97212 0.80514 -0.2 0.1 0.2 0.316
H -5.08810 -4.91152 -4.95127 0.0 0.0 -0.1 0.226
H -3.54096 4.96480 1.86681 -0.2 0.0 0.3 0.394
H 6.46694 10.41423 0.82684 0.0 0.0 0.0 0.335
H -0.63424 -7.89066 -3.74613 0.0 0.0 0.0 0.166
H -1.28099 0.48303 -0.75014 0.3 0.0 0.0 -0.087
H -3.91396 -1.43203 -2.48567 -0.2 0.0 0.0 -0.602
H -5.47751 0.37094 0.19211 0.1 -0.2 0.0 -0.176
H 0.13478 -5.75809 -5.46576 0.0 -0.1 0.0 0.326
H 3.22863 -2.16008 0.16241 -0.2 0.1 -0.2 0.151
H -6.43427 -4.09805 -5.78483 0.2 0.0 -0.1 0.337
H -3.29563 4.11177 -0.99446 0.1 -0.1 -0.2 0.161
H -2.07652 -2.79173 1.07229 -0.2 0.1 0.0 0.300
H -2.77390 -0.18061 3.34486 -0.1 -0.1 0.1 0.518
H 1.45413 -11.05731 -2.84682 -0.1 -0.2 0.0 0.309
H -2.70641 -0.01256 -4.22109 -0.2 0.0 -0.1 0.232

[2]
129
Properties=species:S:1:pos:R:3:forces:R:3:mulliken_charge:R:1 method="wB97M-V/def2-TZVPD" spin_multiplicity=6 s_squared=9.009 orbital_gap_ev="5.3 / 6.3" de_lowest_kj_mol=200.7
Te -0.04514 2.30221 1.56341 0.0 0.0 0.0 0.760
As 3.63651 -1.62703 -3.71378 -0.1 -0.2 0.2 1.510
Mn -0.09768 -1.09180 -1.23143 -0.3 0.1 -0.2 -0.514
P -0.11962 -3.29385 -0.00110 -0.1 0.1 0.1 0.530
P -1.30351 0.49909 -2.86144 -0.1 -0.1 0.2 0.380
F 3.52422 -3.36619 -4.17558 0.0 0.1 0.0 -0.530
F -0.00549 -2.06410 -2.73223 -0.1 -0.1 0.0 -0.222
F 3.67672 0.14882 -3.22019 0.2 -0.1 -0.1 -0.617
F 2.73389 -1.15082 -5.22350 0.1 -0.1 0.0 -0.509
F 5.15188 -1.46152 -4.50034 0.0 0.0 0.0 -0.425
F 4.43721 -2.08087 -2.15720 0.0 0.1 -0.1 -0.510
O 1.86689 -0.96104 -0.96895 0.0 -0.1 -0.2 -0.166
N 0.46266 0.32550 0.13019 0.2 0.1 -0.1 0.247
N -2.62420 -2.95290 -0.64664 -0.1 0.1 0.2 0.587
N -3.08139 -1.37946 -2.23013 0.0 0.1 0.1 0.634
C 2.13263 1.54774 3.60012 0.0 0.0 0.0 0.648
C 0.45599 0.07128 5.25759 0.0 0.0 0.0 -0.770
C 0.52607 -4.65394 -1.11009 0.1 0.1 0.0 2.575
C 2.60828 0.96049 4.77021 0.0 0.0 0.0 -0.882
C 2.72567 1.21616 -0.58537 0.2 -0.2 0.1 -0.919
C 2.16669 -3.12823 1.58185 0.0 0.0 0.0 -1.935
C 0.73223 -5.96858 -0.35377 0.0 0.0 0.0 -2.029
C -4.08879 -2.34056 -2.26281 0.0 0.0 0.0 0.307
C -1.18887 1.62727 -5.44749 0.0 0.0 0.0 -1.810
C 0.56428 5.94445 3.95957 0.0 0.0 0.0 -0.994
C 3.09441 2.39430 2.81412 0.0 0.0 0.0 -1.204
C 0.97608 1.09076 -4.28113 -0.1 0.0 0.1 -1.499
C -0.06215 0.61492 4.08904 0.0 -0.1 0.0 0.806
C 1.86159 -4.20730 -1.72406 -0.1 0.0 0.0 -1.497
C 0.65027 -3.31992 1.69367 0.0 0.0 0.0 2.951
C -5.20029 -2.45197 -3.07884 0.0 0.0 0.0 -0.608
C -1.83257 2.15537 -2.15692 0.0 0.0 0.1 2.328
C -6.02893 -3.55588 -2.90318 0.0 0.0 0.0 -0.808
C -1.88904 -3.74811 0.30408 0.0 0.0 0.0 -1.616
C 0.78884 1.35973 3.26152 0.0 0.0 0.0 1.042
C -0.50701 -4.90768 -2.22220 0.0 0.0 0.0 -1.709
C 0.56121 4.28621 2.21915 0.0 -0.1 0.0 -0.497
C -0.78411 3.90348 4.36622 0.0 0.0 0.0 -1.549
C -2.96384 -0.27861 -3.14970 0.0 0.0 0.0 -1.959
C 1.83001 4.78473 0.04463 0.0 -0.1 0.0 -1.350
C -0.59695 3.00713 -1.86153 0.0 0.0 0.0 -1.881
C -4.63884 -4.40416 -1.10865 0.0 0.0 0.0 -0.857
C 1.75548 6.35264 1.94672 0.0 0.0 0.0 -0.956
C 0.13360 4.70859 3.48543 0.0 0.0 0.0 0.972
C 0.05004 -2.12452 2.43662 0.0 0.0 0.0 -2.408
C 1.35589 5.12435 1.43031 0.0 0.0 0.0 1.719
C 1.65795 0.18531 -0.42305 0.0 0.4 0.3 1.055
C 1.79090 0.22139 5.61090 0.0 0.0 0.0 0.589
C 1.38576 6.77590 3.21433 0.0 0.0 0.0 0.641
C -0.42881 -0.73352 -5.22106 0.0 0.0 0.0 -1.726
C -5.75232 -4.51528 -1.93561 0.0 0.0 0.0 -0.787
C -1.52451 0.38999 3.80349 0.0 0.0 0.0 -2.004
C -2.81050 2.98977 -2.99286 0.0 0.0 0.0 -1.655
C 1.84128 8.10662 3.74458 0.0 0.0 0.0 -1.632
C -2.55392 1.79424 -0.84370 0.0 0.0 0.0 -1.675
C 2.33312 -0.42574 6.85399 0.0 0.0 0.0 -1.646
C -0.46820 0.63616 -4.52828 0.1 0.1 0.1 2.116
C 0.33373 -4.57990 2.50951 0.0 0.0 0.0 -1.899
C -3.80991 -3.31009 -1.28131 0.0 0.0 0.0 0.524
B -2.13866 -1.73910 -1.22360 0.2 -0.3 -0.2 0.471
H 3.13873 3.40193 3.23475 0.0 0.0 0.0 0.249
H -1.85169 -0.54629 4.25387 0.0 0.0 0.0 0.517
H 2.56584 -2.89073 2.57178 0.0 0.0 0.0 0.539
H -6.41352 -5.36399 -1.82254 0.0 0.0 0.0 0.406
H -5.41780 -1.70791 -3.83443 0.0 0.0 0.0 0.503
H 2.64135 -4.06296 -0.97768 0.0 0.0 0.0 0.296
H 0.20372 -1.19121 1.89667 0.0 0.0 0.0 -0.060
H -2.04464 -4.81523 0.13074 0.0 0.0 0.0 0.526
H 0.18415 -1.44988 -4.68706 0.0 0.0 0.0 0.062
H -3.67335 2.42278 -3.34291 0.0 0.0 0.0 0.247
H -0.87459 -3.99495 -2.68184 0.0 0.0 0.0 0.034
H 1.50106 8.26233 4.76720 0.0 0.0 0.0 0.359
H -0.20311 -0.50265 5.90112 0.0 0.0 0.0 0.466
H 2.20656 -4.96991 -2.42491 0.0 0.0 0.0 0.726
H -1.75090 0.34277 2.73895 0.0 0.0 0.0 0.110
H 1.74057 5.65261 -0.60917 0.0 0.0 0.0 0.650
H 3.05678 1.18242 -1.62645 0.0 0.0 0.1 0.077
H -0.78569 1.50495 -6.45475 0.0 0.0 0.0 0.545
H 1.45521 8.92288 3.13190 0.0 0.0 0.0 0.352
H 1.49232 0.45519 -3.55871 -0.1 0.1 -0.1 -0.122
H 0.23460 6.26508 4.94201 0.0 0.0 0.0 0.369
H -2.17843 -3.53089 1.33469 0.0 0.0 0.0 0.607
H 2.66130 -4.03353 1.23045 0.0 0.0 0.0 0.396
H 2.40033 2.20615 -0.30033 0.0 0.1 0.0 -0.516
H -1.35447 -5.49491 -1.86017 0.0 0.0 0.0 0.334
H 2.88181 4.48921 0.05070 0.0 0.0 0.0 0.370
H -3.54948 1.38998 -1.03388 0.0 0.0 0.0 0.381
H -6.90084 -3.67012 -3.53321 0.0 0.0 0.0 0.404
H 3.30505 -0.01488 7.12286 0.0 0.0 0.0 0.390
H 0.17831 2.42519 -1.36402 0.0 0.0 0.0 -0.199
H -3.19223 3.79095 -2.35358 0.0 0.0 0.0 0.542
H -1.29450 4.55965 5.07006 0.0 0.0 0.0 0.526
H 1.03007 2.12679 -3.94488 0.0 0.0 0.0 0.237
H 2.42932 -2.31771 0.90155 0.0 0.0 0.0 0.224
H 0.60426 -4.38038 3.55004 0.0 0.0 0.0 0.530
H 1.76239 -3.28392 -2.28657 0.0 -0.1 0.0 -0.457
H 4.09531 1.96508 2.85627 0.0 0.0 0.0 0.546
H -0.13923 -6.27236 0.23062 0.0 0.0 0.0 0.240
H -0.87898 3.84330 -1.21244 0.0 0.0 0.0 0.826
H 2.45577 -1.50050 6.70474 0.0 0.0 0.0 0.302
H -3.74602 0.46034 -2.96568 0.0 0.0 -0.1 0.827
H -0.23526 3.15361 4.93940 0.0 0.0 0.0 0.329
H -0.01063 -5.48915 -3.00160 0.0 0.0 0.0 0.634
H -2.26672 1.45606 -5.50341 0.0 0.0 0.0 0.256
H -4.43127 -5.15219 -0.35409 0.0 0.0 0.0 0.475
H -1.54689 3.38176 3.78524 0.0 0.0 0.0 0.075
H -1.01902 -2.25156 2.62188 0.0 0.0 0.0 0.144
H 3.65290 1.09562 5.02874 0.0 0.0 0.0 0.436
H -1.42247 -1.15716 -5.38267 0.0 0.0 0.0 0.360
H 1.60395 -5.93143 0.29779 0.0 0.0 0.0 0.279
H 1.65585 -0.28832 7.69724 0.0 0.0 0.0 0.373
H -0.17280 3.42784 -2.77308 0.0 0.0 0.0 0.303
H -2.00367 1.06367 -0.24892 0.0 0.0 0.0 -0.314
H -2.33802 3.45695 -3.85162 0.0 0.0 0.0 0.398
H 2.81623 2.49211 1.76762 0.0 0.0 0.0 -0.507
H 2.37386 6.99715 1.33001 0.0 0.0 0.0 0.479
H 0.03071 -0.57974 -6.19920 0.0 0.0 0.0 0.620
H 3.59220 0.91710 0.00885 0.0 0.0 0.0 0.482
H 2.92975 8.17834 3.73408 0.0 0.0 0.0 0.346
H 0.91609 -6.74746 -1.09763 0.0 0.0 0.0 0.588
H 1.54744 1.00024 -5.20608 0.0 0.0 0.0 0.612
H 1.25681 3.97997 -0.40846 0.0 0.0 0.0 -0.419
H 0.54726 -2.04222 3.40527 0.0 0.0 0.0 0.935
H -3.06038 -0.60610 -4.18768 0.1 -0.1 0.0 0.654
H -2.12915 1.19143 4.23541 0.0 0.0 0.0 0.345
H -2.67911 2.70004 -0.24557 0.0 0.0 0.0 0.633
H -1.01236 2.66005 -5.15232 0.0 0.0 0.0 0.274
H 0.90029 -5.44729 2.18519 0.0 0.0 0.0 0.405
H -0.72771 -4.83587 2.49631 0.0 0.0 0.0 0.306